[1]
The following is a quantum chemistry calculation of one molecule with the formula C5H9ClN2 in a non-equilibrium geometry, from the Open Molecules 2025 dataset.

```
17
Properties=species:S:1:pos:R:3
H 1.6061 -3.2778 3.9833
N 1.4781 -3.0670 3.0014
N 1.1720 -1.9572 2.6412
C 1.1217 -1.6852 1.2366
Cl 1.4745 -2.8561 0.0979
C 0.6118 -0.5187 0.9057
C 0.3321 0.0224 -0.4497
C 0.6087 1.5303 -0.5728
C -1.1354 -0.2090 -0.8970
H 0.1409 0.0497 1.6683
H 0.9288 -0.4609 -1.1996
H 0.2556 2.1672 0.1639
H 1.6308 1.7644 -0.6205
H 0.1318 1.8778 -1.5160
H -1.8979 0.4156 -0.3663
H -0.9961 0.1050 -1.9336
H -1.4921 -1.2083 -0.8746
```

Summary:
ΔE to the lowest compared entry with this formula, charge and spin in eV: 2.652
HOMO in eV: -8.917
HOMO-LUMO gap in eV: 9.3
Total energy in eV: -20831.204
SMILES: [H]/N=N/C(Cl)=C/C(C)C

[2]
The following is a quantum chemistry calculation of one molecule with the formula C3H5NO3 in a non-equilibrium geometry, from the Open Molecules 2025 dataset.

```
12
Properties=species:S:1:pos:R:3
C 0.5398 0.8222 1.0196
C 0.0609 0.0833 -0.2395
C 0.3971 -1.3107 -0.4732
N -1.1266 0.6558 -0.8678
O -1.8533 1.3740 -0.1731
O -1.2399 0.3893 -2.0470
O -0.3178 0.1880 1.8071
H 1.5266 0.7025 1.4005
H 0.5240 1.9588 1.1170
H -0.2388 -1.8916 0.0934
H 1.3044 -1.5453 -0.1005
H 0.4235 -1.4261 -1.5364
```

Summary:
ΔE to the lowest compared entry with this formula, charge and spin in eV: 8.204
HOMO (spin up / spin down) in eV: -9.841 / -9.827
HOMO-LUMO gap (spin up / spin down) in eV: 7.8 / 7.8
Total energy in eV: -10817.484

[3]
The following is a quantum chemistry calculation of a 3-piece molecular cluster, C30H54BrClF3N6O12S overall in a non-equilibrium geometry, from the Open Molecules 2025 dataset.

```
108
Properties=species:S:1:pos:R:3
C -1.2473 -0.4848 6.0109
C -2.5255 -1.1181 5.2246
O -3.6475 -0.5870 5.4524
N -2.2464 -2.2814 4.3677
C -2.0620 -3.5537 5.1368
C -3.1769 -2.4112 3.2143
C -2.4267 -2.2837 1.7638
C -1.8412 -0.7481 1.6187
C -0.8920 -0.8017 0.3594
C -0.1441 0.4277 -0.3071
C -1.2996 1.2147 -1.1602
N -2.5532 1.5159 -0.3980
N 0.6553 -0.2712 -1.4250
Cl 0.9826 0.7347 -2.8158
C 1.9259 -0.9595 -0.9804
O 1.8843 -2.4160 -1.0374
C 2.6577 -0.3324 0.2989
C 2.8755 -1.1501 1.6242
C 1.8929 -2.2888 2.1237
C 2.7723 -3.3529 3.0164
C 3.6063 -4.3842 2.1104
S 2.5682 -5.7057 1.3111
O 1.1279 -5.5066 1.7130
O 2.7452 -5.5306 -0.1891
O 3.1200 -7.2582 1.7180
C 4.2332 -0.1347 -0.1984
O 4.8714 -1.0697 -0.7695
N 4.9897 1.1130 0.0805
C 6.3915 0.6540 0.3670
O 7.2906 0.6193 -0.4980
F 6.6238 0.2803 1.7482
N 2.2497 1.1053 0.3513
C 0.8030 1.3983 0.6060
C 0.6043 1.2335 2.1950
C 1.6254 1.9575 3.1642
O 2.8616 2.1208 3.0475
Br 0.8644 2.6936 4.8831
N 0.6532 2.8375 0.2754
C 1.8251 3.6992 0.3658
O 2.1234 4.4638 1.3281
F 2.7223 3.8396 -0.7658
C -0.4164 3.6208 0.8619
O -1.2392 4.1684 0.0627
F -0.6096 4.0202 2.2220
H -0.3241 -1.1561 5.7981
H -1.1023 0.6017 5.6842
H -1.4294 -0.5240 7.1570
H -2.0918 -3.3438 6.2803
H -0.9723 -3.9095 4.9387
H -2.8201 -4.3764 4.9031
H -4.0225 -1.6341 3.1786
H -3.7081 -3.4450 3.1689
H -1.5684 -3.0611 1.6920
H -3.2405 -2.4352 0.9728
H -1.3785 -0.5587 2.6476
H -2.7916 -0.1158 1.5599
H -0.2177 -1.7392 0.5228
H -1.6118 -1.1855 -0.4846
H -0.9705 2.2183 -1.5950
H -1.6490 0.4512 -1.9692
H -2.9494 2.3973 -0.7951
H -2.3850 1.7415 0.5925
H 0.0499 -1.0280 -1.8314
H 2.6335 -0.7480 -1.8862
H 0.9688 -2.7643 -0.9602
H 2.9134 -0.3677 2.4904
H 3.9375 -1.6277 1.6828
H 1.0708 -1.9473 2.8760
H 1.3577 -2.9385 1.3600
H 3.4647 -2.7059 3.6605
H 2.0305 -3.9317 3.6910
H 4.3273 -4.9424 2.8336
H 4.2567 -3.8024 1.3710
H 2.3902 -7.8884 1.4763
H 4.6931 1.5305 0.9962
H 2.5346 1.3853 -0.6199
H -0.4665 1.5078 2.5647
H 0.6447 0.1006 2.4612
C -0.9049 -2.8823 -7.4219
C -0.7426 -1.7682 -6.4015
O -1.1154 -2.1482 -5.0806
C -0.3896 -3.2274 -4.5055
C 1.1015 -2.9613 -4.3920
H -1.9400 -3.2378 -7.4380
H -0.6397 -2.5254 -8.4204
H -0.2688 -3.7395 -7.1948
H -1.3948 -0.9375 -6.6818
H 0.2785 -1.3742 -6.4079
H -0.5845 -4.1513 -5.0587
H -0.7999 -3.3773 -3.5010
H 1.5668 -2.8098 -5.3673
H 1.6025 -3.8037 -3.9084
H 1.2813 -2.0592 -3.8001
C -4.6577 7.7423 -3.6701
C -4.7574 6.8416 -2.4501
O -3.9654 5.6632 -2.5475
C -2.5649 5.8549 -2.6995
C -1.9287 6.6168 -1.5498
H -4.9501 7.1966 -4.5729
H -5.3117 8.6108 -3.5563
H -3.6414 8.1086 -3.8249
H -5.7934 6.5117 -2.3408
H -4.5102 7.3889 -1.5355
H -2.3523 6.3382 -3.6588
H -2.1186 4.8564 -2.7515
H -2.3323 7.6265 -1.4539
H -0.8489 6.6998 -1.7007
H -2.1110 6.1014 -0.6042
```

Summary:
Charge: +1
HOMO in eV: -11.391
HOMO-LUMO gap in eV: 6.8
Total energy in eV: -167030.239

[4]
The following is a quantum chemistry calculation of one molecule with the formula C8H10OS in a non-equilibrium geometry, from the Open Molecules 2025 dataset.

```
20
Properties=species:S:1:pos:R:3
C 3.0499 -0.9295 0.1963
C 2.0197 1.2899 -0.1643
C 1.6481 -1.0573 0.4076
C 0.9938 0.3639 0.4018
C 1.1295 -2.2837 0.0908
C -0.4006 0.8958 0.3932
C -1.3971 -0.3330 0.5846
C -1.0154 1.8824 -0.5879
O 0.4488 1.3510 1.3888
S 3.5510 0.6532 -0.1520
H 3.8345 -1.6108 -0.0486
H 2.0005 2.2966 -0.0225
H 1.6877 -2.9483 -0.3853
H 0.1434 -2.5827 0.4790
H -1.1119 -0.6926 1.5909
H -1.2638 -0.9910 -0.1956
H -2.3869 0.0597 0.6363
H -2.0448 1.9890 -0.5786
H -0.8035 1.5501 -1.7155
H -0.5806 2.8134 -0.2952
```

Summary:
ΔE to the lowest compared entry with this formula, charge and spin in eV: 4.707
HOMO (spin up / spin down) in eV: -7.086 / -7.302
HOMO-LUMO gap (spin up / spin down) in eV: 6.8 / 7.2
Total energy in eV: -21335.075

[5]
The following is a quantum chemistry calculation of C19H39NOP2Tc as an isolated structure in a non-equilibrium geometry, from the Open Molecules 2025 dataset.

```
63
Properties=species:S:1:pos:R:3
Tc -0.4758 0.3251 -0.2162
P -2.0260 -0.2838 -1.8475
P 2.2450 0.1392 0.6568
N -0.2005 -1.3760 0.3902
H -2.1840 0.6915 -0.2071
C -1.5797 -0.9577 -3.4574
H -2.3735 -0.7248 -4.1927
H -1.4274 -2.0420 -3.3626
H -0.6263 -0.4754 -3.7296
C -3.1510 1.1422 -2.2498
H -4.0389 0.8447 -2.8267
H -2.5618 1.9094 -2.7792
H -3.5093 1.5818 -1.3057
C -3.1881 -1.4623 -0.9938
H -4.2005 -1.3516 -1.3901
H -3.2144 -1.2652 0.0853
H -2.8541 -2.4923 -1.1478
C 3.3381 -0.7118 -0.5451
H 4.3125 -0.8516 -0.0620
H 3.4486 -0.0850 -1.4291
H 2.8948 -1.6572 -0.8660
C 3.4348 1.4623 1.1156
H 4.3897 0.9773 1.3883
H 3.0725 2.0203 1.9830
H 3.5701 2.1773 0.2953
C 2.5274 -0.9529 2.1132
H 3.5523 -0.7904 2.4794
H 2.3721 -1.9972 1.8365
H 1.8308 -0.7481 2.9269
C -0.2943 -2.6932 0.6570
C -0.1970 -5.0992 0.0032
C -0.0555 -3.7365 -0.3271
C -0.7303 -3.1556 1.9459
C -0.8672 -4.5080 2.2369
C -0.6126 -5.5019 1.2904
H 0.0621 -5.8419 -0.7382
H 0.3121 -3.3891 -1.3057
H -0.8902 -2.3239 2.6573
H -1.1477 -4.7752 3.2637
H -0.7134 -6.5557 1.5343
C 1.7665 2.2719 -2.8063
O 1.5045 1.1774 -2.1912
C 1.1754 2.5134 -4.1465
H 0.8705 3.5640 -4.1506
H 0.3537 1.7772 -4.2940
H 1.8475 2.4874 -4.9746
C 2.1530 3.4988 -1.9681
H 3.2537 3.7879 -1.9350
H 1.9017 3.1634 -0.9185
H 1.7707 4.4596 -2.4215
C 0.3302 2.1521 2.8981
C -1.0226 1.5115 2.8550
C -2.1699 2.3592 3.4423
C -1.4372 1.2906 1.3737
H 0.3942 2.8470 2.0596
H 1.1302 1.4271 2.8242
H 0.4871 2.6999 3.8223
H -1.0720 0.5645 3.4027
H -2.1920 3.3130 2.9148
H -3.1611 1.9149 3.3272
H -2.1264 2.5987 4.5158
H -2.4500 0.8104 1.4934
H -1.5509 2.3448 0.9975
```

Summary:
Expectation value of S²: 3.79
HOMO (spin up / spin down) in eV: -5.219 / -6.868
HOMO-LUMO gap (spin up / spin down) in eV: 5.5 / 7.0
Multiplicity: 4
Total energy in eV: -44644.233

[6]
The following is a quantum chemistry calculation of one molecule with the formula C24H15BrF4N2O3 in a non-equilibrium geometry, from the Open Molecules 2025 dataset.

```
49
Properties=species:S:1:pos:R:3
O 1.0001 0.4247 -0.3247
C 2.1262 0.3595 0.1871
C 2.3855 0.5484 1.5653
C 1.6167 0.9178 2.5962
C 0.2353 1.3456 2.3497
C 0.0439 2.6773 2.6577
C -1.2392 3.1980 2.5038
C -2.2452 2.4018 1.9836
O -3.3573 3.0900 1.6687
C -2.0950 0.9998 1.7461
O -3.0919 0.3158 1.1000
C -2.9736 -1.0500 0.6652
C -4.1095 -1.4934 -0.2194
C -3.8900 -1.9089 -1.5273
C -5.0028 -2.2626 -2.3002
C -6.2788 -2.0980 -1.7610
F -7.3234 -2.3774 -2.5641
C -6.4446 -1.7754 -0.4665
C -5.4103 -1.5145 0.3455
C -0.8163 0.4605 1.9943
C 3.8089 -0.0025 1.6207
C 4.6741 0.0653 2.9321
F 5.8411 -0.6389 2.7538
F 4.8545 1.3308 3.3103
F 3.9642 -0.5757 3.8963
N 4.2080 -0.5449 0.4641
N 3.1415 -0.3918 -0.3739
C 3.5956 -0.2862 -1.7207
C 2.7639 0.2315 -2.7827
C 3.1783 0.4463 -4.1299
C 4.5098 0.1610 -4.4025
C 5.3125 -0.5099 -3.4102
Br 7.0504 -1.3090 -3.9262
C 4.8248 -0.7679 -2.1406
H 1.8875 0.9251 3.6775
H 0.7657 3.3799 3.0928
H -1.3394 4.2761 2.6329
H -4.0949 2.5624 1.2990
H -2.0122 -1.2539 0.1279
H -3.0796 -1.6314 1.6814
H -2.9013 -2.0001 -2.0840
H -4.9064 -2.4452 -3.3915
H -7.4423 -1.7221 -0.0396
H -5.6207 -1.2320 1.3845
H -0.5942 -0.5994 1.7886
H 1.6765 0.5106 -2.5814
H 2.5180 0.9126 -4.8819
H 4.8661 0.2337 -5.4400
H 5.4197 -1.3838 -1.5569
```

Summary:
ΔE to the lowest compared entry with this formula, charge and spin in eV: 0.374
HOMO in eV: -8.362
HOMO-LUMO gap in eV: 7.2
Total energy in eV: -115163.184
SMILES: O=C1/C(=C\c2ccc(O)c(OCc3ccc(F)cc3)c2)C(C(F)(F)F)=NN1c1cccc(Br)c1